(1)
The following is a quantum chemistry calculation of a 2-piece molecular cluster, C5H8N2 overall, from the OMol25 dataset.

## Properties
Total charge: 0
Relative energy (zero: lowest compared OMol25 entry of this formula, charge and spin): 157.7 kcal/mol
HOMO-LUMO gap: 7.969 eV
E: -8288.159 eV
E_HOMO: -7.78 eV

XYZ file:
```
15
Properties=species:S:1:pos:R:3:forces:R:3:lowdin_charge:R:1
C -2.96383 0.10934 -0.13184 -0.2 -1.7 -0.5 0.01
C -3.29370 1.28110 -0.49439 -1.9 1.3 -1.5 -0.17
C 0.85779 -0.25259 0.24826 3.3 -0.6 -0.4 -0.37
C 2.00291 -0.09461 1.27693 -0.1 -0.9 -2.1 -0.03
C 1.18377 -0.62151 -1.18605 1.5 1.2 -0.1 -0.05
N -1.23365 -0.83953 1.22264 0.7 -0.4 0.2 0.15
N -0.21349 -0.65677 0.73798 -3.5 -0.1 1.4 -0.12
H -3.20679 2.23766 0.01210 0.0 -0.1 -0.4 0.05
H -4.01449 1.10880 -1.44189 1.6 0.4 2.0 0.12
H 2.41182 0.81685 0.94013 1.1 1.3 0.3 0.05
H 2.79080 -0.87329 1.12274 -0.7 0.4 0.2 0.09
H 1.69455 -0.05976 2.29747 -0.3 0.1 0.6 0.06
H 0.44859 -1.32399 -1.55102 -0.1 0.1 -0.4 0.07
H 1.34471 0.27619 -1.87004 -0.7 -1.1 0.8 0.09
H 2.19103 -1.10791 -1.18303 -0.8 0.1 0.0 0.08
```
Positions in Å, forces in eV/Å.

=====

(2)
The following is a quantum chemistry calculation of one molecule with the formula C5H8N2, from the OMol25 dataset.

## Properties
Total charge: 0
Relative energy (zero: lowest compared OMol25 entry of this formula, charge and spin): 45.3 kcal/mol
<S²>: 2.01
HOMO-LUMO gap (spin up / spin down): 6.767 / 6.292 eV
E: -8288.476 eV
Multiplicity: 3
E_HOMO (spin up / spin down): -5.70 / -8.25 eV

XYZ file:
```
15
Properties=species:S:1:pos:R:3:forces:R:3:lowdin_charge:R:1
C -1.66073 0.92626 -0.20587 -7.1 -0.3 -1.8 -0.15
C -0.39876 1.04784 0.10455 9.2 1.3 1.8 -0.08
C -2.04651 -0.42459 -0.19053 -4.6 3.4 -1.2 -0.14
C 0.25713 -0.31770 0.38778 -1.6 -2.1 0.4 -0.31
C -1.03321 -1.25482 0.16223 6.0 -1.5 1.4 0.00
N 2.45530 0.19971 -0.07725 1.8 -2.3 1.9 -0.05
N 1.46465 -0.75415 -0.37217 -0.9 1.1 1.6 -0.11
H -2.30310 1.84553 -0.43618 0.7 -1.8 0.3 0.13
H 0.32469 1.99945 0.13150 -2.2 -2.1 -0.1 0.14
H -3.07104 -0.80001 -0.34131 0.5 0.5 -0.1 0.11
H 0.65435 -0.49558 1.45086 -0.7 0.7 -1.0 0.14
H -0.94252 -2.35553 0.25376 -0.4 1.0 -0.2 0.11
H 2.45924 0.08602 0.95361 0.9 1.4 -1.1 0.08
H 2.44377 1.10663 -0.48179 -0.8 0.8 0.1 0.05
H 1.39673 -0.80907 -1.33918 -0.7 -0.1 -2.1 0.08
```
Positions in Å, forces in eV/Å.

=====

(3)
The following is a quantum chemistry calculation of a 2-piece molecular cluster, C5H8N2O overall, from the OMol25 dataset.

## Properties
Total charge: 0
Relative energy (zero: lowest compared OMol25 entry of this formula, charge and spin): 148.1 kcal/mol
HOMO-LUMO gap: 8.235 eV
E: -10336.304 eV
E_HOMO: -8.04 eV

XYZ file:
```
16
Properties=species:S:1:pos:R:3:forces:R:3:lowdin_charge:R:1
C -1.63014 -0.66581 -0.52226 -1.0 -2.9 -2.7 -0.25
C -0.15689 -0.54389 -0.37401 2.7 1.0 3.5 -0.22
C 2.06545 -0.57665 0.15312 4.2 -3.6 2.6 -0.24
C 1.80255 0.74601 0.21327 0.0 2.7 -1.6 -0.06
C 0.39648 0.66640 0.03876 -2.3 3.3 -3.1 -0.37
H -2.06753 0.67727 0.73188 0.2 1.7 0.9 -0.01
H -1.82151 -0.81731 1.53579 -2.4 2.3 -2.7 0.16
H -1.77903 -0.18885 -1.54635 -0.7 0.9 1.8 0.12
H -1.95488 -1.68807 -0.98930 0.6 1.1 1.8 0.13
H 0.91687 -2.46982 0.40406 0.3 4.6 -2.4 0.26
H 2.96161 -1.17783 0.65016 -1.6 1.5 -1.7 0.15
H 2.41688 1.79202 -0.12404 -1.6 -3.5 1.7 0.19
H -0.19700 2.81981 0.54623 -0.7 -4.8 -3.8 0.30
N -2.44739 -0.23461 0.71451 3.1 -3.8 0.2 0.00
N 0.99477 -1.36978 -0.11012 -2.2 -4.2 1.3 0.00
O -0.39648 1.81589 -0.31155 1.3 3.6 4.3 -0.15
```
Positions in Å, forces in eV/Å.

=====

(4)
The following is a quantum chemistry calculation of one molecule with the formula C5H8N2O, from the OMol25 dataset.

## Properties
Total charge: 0
Relative energy (zero: lowest compared OMol25 entry of this formula, charge and spin): 171.1 kcal/mol
SMILES: O=C[C@H]1NC[C@H]2N[C@H]12
HOMO-LUMO gap: 9.431 eV
E: -10335.305 eV
E_HOMO: -8.65 eV

XYZ file:
```
16
Properties=species:S:1:pos:R:3:forces:R:3:lowdin_charge:R:1
O -1.10269 -2.51093 -1.07947 1.5 3.6 -1.3 0.00
C -0.68201 -1.42807 -1.55842 -1.6 -5.3 -3.1 -0.25
C -0.49686 -0.17664 -0.87787 1.6 2.0 2.7 -0.19
N -0.84230 -0.49008 0.64420 -0.5 -0.9 -2.0 -0.06
C -0.05878 -0.00439 1.75565 0.9 1.5 -0.8 -0.10
C 0.49813 1.08588 0.66519 4.1 -0.6 1.3 -0.24
N 1.43973 1.76447 -0.33904 -4.5 -1.3 -0.2 0.13
C 0.99467 0.32893 -0.48783 -4.5 2.7 -1.0 -0.18
H -0.54695 -1.43951 -2.79829 0.0 0.4 2.9 0.16
H -0.97723 0.67574 -1.51792 0.3 -1.3 1.6 0.18
H -1.79183 -0.53458 0.80590 -2.3 -0.4 0.3 0.08
H 0.51959 -0.90184 2.20292 -0.4 2.1 -0.5 0.13
H -0.65312 0.65619 2.48852 0.8 -1.6 -0.8 0.12
H -0.32249 1.68023 0.57412 -2.4 1.2 -0.6 0.08
H 2.34677 1.70297 -0.14732 5.0 -0.2 0.9 0.01
H 1.67536 -0.40837 -0.33035 1.9 -2.0 0.6 0.11
```
Positions in Å, forces in eV/Å.

=====

(5)
The following is a quantum chemistry calculation of C5H8N2O as an isolated structure, from the OMol25 dataset.

## Properties
Total charge: 0
Relative energy (zero: lowest compared OMol25 entry of this formula, charge and spin): 267.9 kcal/mol
HOMO-LUMO gap: 8.435 eV
E: -10331.110 eV
E_HOMO: -8.64 eV

XYZ file:
```
16
Properties=species:S:1:pos:R:3:forces:R:3:lowdin_charge:R:1
C -1.72320 -0.06973 0.87480 -1.6 1.8 -0.3 -0.18
C -1.40724 -1.19071 -0.45737 -4.9 0.8 1.5 -0.33
C 0.88725 -0.23841 -0.32235 -4.2 0.0 -1.2 -0.36
C 2.27768 -0.47032 -0.23374 7.3 -0.7 2.5 -0.07
C 3.49128 -0.45793 0.17654 -5.2 0.1 -1.3 0.14
H -2.87441 0.37194 0.83691 2.5 -2.0 0.4 0.06
H -1.24380 1.09270 0.51038 -1.8 -4.5 2.2 0.08
H -1.42908 -0.51705 2.07531 -0.8 1.4 -4.0 0.11
H -2.34145 -0.94812 -1.54533 3.2 -0.3 3.1 0.17
H -1.95529 -2.39498 -0.13731 2.4 3.6 -0.9 0.15
H 1.66659 1.61459 0.52234 -4.1 -0.8 -2.5 0.25
H -0.14261 1.84203 -1.67467 -0.7 -0.2 3.9 0.23
H 4.48162 -0.42549 0.67883 -1.3 -0.2 -1.0 0.05
N -0.02824 -1.13621 -0.71309 3.3 0.9 0.7 0.00
N 0.68888 1.16050 -0.00643 4.9 -2.1 1.9 -0.15
O -0.34797 1.76719 -0.58485 1.0 2.2 -5.0 -0.14
```
Positions in Å, forces in eV/Å.

=====

(6)
The following is a quantum chemistry calculation of C5H8N2O as an isolated structure, from the OMol25 dataset.

## Properties
Total charge: 0
Relative energy (zero: lowest compared OMol25 entry of this formula, charge and spin): 139.6 kcal/mol
HOMO-LUMO gap: 8.389 eV
E: -10336.671 eV
E_HOMO: -7.70 eV

XYZ file:
```
16
Properties=species:S:1:pos:R:3:forces:R:3:lowdin_charge:R:1
C -2.48922 0.26509 0.67347 -2.7 -1.6 0.4 -0.14
C -0.10134 0.35103 0.64218 -1.4 -1.9 -6.1 -0.32
C -0.16114 -0.24112 -0.67529 -0.4 1.8 0.7 -0.08
C 1.03382 -0.86399 -1.40463 1.1 2.5 1.2 -0.22
C 2.22562 0.01890 0.27748 5.4 2.0 0.3 -0.25
H -3.26920 -0.00888 1.77764 2.4 1.3 -3.7 0.17
H -3.06420 0.96011 -0.18440 1.7 -1.6 2.7 0.13
H -2.31545 -0.78828 0.15252 -0.1 2.3 1.2 0.09
H -0.90474 0.02570 -1.64406 1.1 -0.7 3.8 0.17
H 0.99141 -0.18269 -2.20764 0.1 -0.7 -2.3 0.06
H 0.87562 -1.90576 -1.52640 0.3 -0.9 -0.7 0.08
H 3.19852 0.42552 0.78612 -1.5 -0.9 -0.8 0.13
H 1.55537 1.15986 1.89602 -1.3 -1.6 -1.6 0.18
N 2.48516 -0.48223 -0.91354 -4.9 0.0 4.0 0.07
N 1.19716 0.45960 1.17004 0.0 -0.1 0.2 0.06
O -1.25740 0.80713 1.18050 0.4 0.2 0.7 -0.13
```
Positions in Å, forces in eV/Å.

=====

(7)
The following is a quantum chemistry calculation of a 2-piece molecular cluster, C5H8N2O overall, from the OMol25 dataset.

## Properties
Total charge: 0
Relative energy (zero: lowest compared OMol25 entry of this formula, charge and spin): 158.9 kcal/mol
HOMO-LUMO gap: 8.430 eV
E: -10335.837 eV
E_HOMO: -8.87 eV

XYZ file:
```
16
Properties=species:S:1:pos:R:3:forces:R:3:lowdin_charge:R:1
C -0.15431 1.33935 0.47820 3.4 3.9 -2.0 -0.44
C -0.96635 0.68971 1.41018 -1.2 -4.2 5.4 -0.11
C -0.05510 -1.66785 -0.30882 -1.6 5.7 -0.5 -0.12
C 0.73309 -0.68301 -1.22517 -1.6 1.4 0.7 -0.08
C 0.84260 0.22230 0.02830 0.1 -0.9 1.3 -0.17
H -1.00746 1.01343 -1.45770 -0.1 4.4 3.4 0.31
H 0.60120 2.14800 0.89961 -1.8 -1.4 -0.2 0.18
H -1.60416 1.04496 2.22109 -0.3 1.0 -1.0 0.12
H 0.37282 -2.51224 -0.41382 1.8 -6.7 -0.4 0.04
H -1.11751 -1.51266 -0.40001 -0.5 -0.8 -0.5 0.12
H 0.10886 -0.21190 -2.00461 0.3 -0.3 -0.2 0.08
H 1.67781 -1.01304 -1.65693 -0.2 0.0 0.2 0.11
H 1.84686 0.57927 0.26809 -0.1 -0.4 0.0 0.13
N -0.69653 -0.57495 1.70488 -0.8 2.3 -1.4 0.08
N 0.34126 -0.96998 0.90477 2.5 1.2 -0.7 -0.12
O -0.92308 2.10862 -0.44805 0.2 -5.1 -4.2 -0.11
```
Positions in Å, forces in eV/Å.

=====

(8)
The following is a quantum chemistry calculation of one molecule with the formula C5H8N2O, from the OMol25 dataset.

## Properties
Total charge: 0
Relative energy (zero: lowest compared OMol25 entry of this formula, charge and spin): 141.6 kcal/mol
HOMO-LUMO gap (spin up / spin down): 7.609 / 8.956 eV
E: -10336.586 eV
E_HOMO (spin up / spin down): -8.31 / -9.03 eV

XYZ file:
```
16
Properties=species:S:1:pos:R:3:forces:R:3:lowdin_charge:R:1
C 3.90439 0.51244 0.11678 -0.6 1.4 0.1 0.01
C -0.76502 0.33576 0.05162 -1.6 -2.1 -1.0 -0.08
C -1.94778 -0.27545 -0.15477 0.9 1.5 1.7 -0.11
C 0.41832 -0.47722 -0.20789 2.8 3.8 -0.1 -0.44
C -3.34968 0.29504 0.10776 2.2 0.5 0.4 -0.08
N 1.54672 0.53131 -0.29404 0.7 -0.8 0.6 0.09
N 0.51945 -1.69144 -0.37495 -0.5 -2.3 0.5 0.15
O 2.75180 -0.08606 0.01227 -0.6 -0.3 0.3 -0.15
H 4.69710 0.00873 0.69499 -0.7 -0.1 -0.7 0.08
H 3.98210 1.61691 -0.07313 -0.3 -1.3 0.0 0.10
H -0.55454 1.30874 0.37524 -0.2 1.4 0.3 0.08
H -1.76700 -1.32073 -0.36771 -0.8 -0.2 -0.4 0.09
H -3.52321 0.97410 -0.72509 -0.6 0.0 0.1 0.07
H -3.92452 -0.58413 0.07044 -1.6 -0.6 0.0 0.04
H -3.46662 0.83652 1.10006 0.3 -0.7 -1.3 0.10
H 1.47850 -1.98453 -0.33156 0.6 -0.2 -0.6 0.05
```
Positions in Å, forces in eV/Å.

=====

(9)
The following is a quantum chemistry calculation of one molecule with the formula C5H8N2O, from the OMol25 dataset.

## Properties
Total charge: 0
Relative energy (zero: lowest compared OMol25 entry of this formula, charge and spin): 122.4 kcal/mol
HOMO-LUMO gap: 7.798 eV
E: -10337.417 eV
E_HOMO: -7.90 eV

XYZ file:
```
16
Properties=species:S:1:pos:R:3:forces:R:3:lowdin_charge:R:1
C 1.97092 -1.28294 -0.08401 -0.1 0.1 0.0 -0.06
C -1.78992 -1.23513 -0.04921 -0.1 -0.3 0.0 -0.06
C -0.99305 -0.02975 0.01634 0.7 0.1 0.1 0.07
C -0.53119 1.17325 0.11818 -0.1 0.1 0.0 -0.27
N -0.99476 2.45264 0.10381 0.0 -0.1 0.0 0.13
O 0.92213 -0.48866 0.49046 -0.4 -0.1 -0.1 -0.17
C 1.00023 0.98562 0.33688 0.5 0.4 0.0 -0.51
N 1.92696 1.74084 0.31723 -0.5 -0.3 0.0 0.14
H -0.24745 3.13120 0.00085 0.0 -0.1 0.0 0.10
H -1.85184 2.65767 -0.38158 0.1 0.0 0.0 0.10
H 2.15610 -0.98853 -1.11997 0.0 0.0 0.1 0.09
H 1.63581 -2.31854 -0.03341 0.0 0.0 0.0 0.08
H 2.88540 -1.16778 0.49655 -0.1 0.0 0.0 0.09
H -1.48437 -1.90030 -0.86162 0.0 0.1 0.0 0.09
H -1.77544 -1.78922 0.89322 0.0 0.1 -0.1 0.09
H -2.82953 -0.94038 -0.24373 0.1 0.0 0.0 0.10
```
Positions in Å, forces in eV/Å.

=====

(10)
The following is a quantum chemistry calculation of one molecule with the formula C5H8N2O, from the OMol25 dataset.

## Properties
Total charge: 0
Relative energy (zero: lowest compared OMol25 entry of this formula, charge and spin): 120.1 kcal/mol
HOMO-LUMO gap (spin up / spin down): 6.941 / 8.320 eV
E: -10337.519 eV
E_HOMO (spin up / spin down): -8.21 / -9.03 eV

XYZ file:
```
16
Properties=species:S:1:pos:R:3:forces:R:3:lowdin_charge:R:1
C -0.62264 1.50028 0.11748 -0.9 0.6 -0.5 0.11
C 0.16509 -0.82363 -2.00197 0.1 0.2 -0.1 0.00
C 0.66090 -0.28875 -0.68633 0.2 -0.6 1.0 -0.36
C -0.51942 0.09138 0.33589 2.0 0.4 0.4 -0.62
C 0.06606 0.33574 1.93014 0.1 -1.2 -0.6 -0.13
N -1.55377 -0.77141 0.36602 -0.8 0.0 0.4 0.12
N 1.23634 0.14060 2.31145 -0.1 0.5 -0.1 0.13
O 1.82689 -0.18741 -0.39725 -0.3 0.1 -0.3 0.08
H -1.24753 -1.63931 0.80794 0.1 -0.1 -0.4 0.06
H 1.92669 0.02983 1.56113 -0.3 -0.1 0.0 0.05
H -1.59144 1.95322 -0.06955 0.0 0.2 0.2 0.08
H 0.26659 2.11364 0.06410 0.0 -0.2 -0.1 0.09
H -0.77067 0.46501 2.60666 0.0 0.1 -0.1 0.11
H 0.87845 -0.56016 -2.78370 -0.1 0.0 0.0 0.09
H -0.83299 -0.44560 -2.21900 0.0 0.0 0.0 0.09
H 0.11143 -1.91343 -1.94302 0.0 0.1 0.1 0.10
```
Positions in Å, forces in eV/Å.

=====

(11)
The following is a quantum chemistry calculation of C5H8N2O2 as an isolated structure, from the OMol25 dataset.

## Properties
Total charge: 0
Relative energy (zero: lowest compared OMol25 entry of this formula, charge and spin): 123.1 kcal/mol
HOMO-LUMO gap: 9.875 eV
E: -12385.599 eV
E_HOMO: -9.34 eV

XYZ file:
```
17
Properties=species:S:1:pos:R:3:forces:R:3:lowdin_charge:R:1
C -1.62406 -0.08937 0.17831 -1.6 -1.1 1.3 -0.60
C 0.68088 0.89776 0.00854 -3.4 -3.5 2.8 -0.41
C 1.28862 1.98042 -0.18652 4.1 5.5 0.4 0.06
C 1.75309 -1.17826 0.25680 1.1 -0.9 2.5 -0.19
C 1.76296 -1.39682 -1.02636 3.1 -4.5 0.7 -0.01
H -2.25710 -1.06063 -1.69050 -2.1 3.3 3.7 0.22
H -3.40192 -0.85353 -0.13531 1.4 1.5 -2.5 0.12
H -0.87709 1.56872 -0.90327 -1.4 -0.4 -0.6 0.14
H 0.84123 2.92669 -0.60437 0.6 -1.3 0.4 0.10
H 2.27964 2.04078 0.43706 -1.8 0.2 -1.9 0.14
H 2.30015 -1.98520 0.93240 -1.8 2.2 -0.9 0.16
H 1.71201 -0.72382 -1.74183 -1.3 3.4 -3.2 0.00
H 2.45368 -2.24652 -1.39092 -1.6 0.9 0.9 0.10
N -2.74557 -0.22623 -0.80352 1.2 -5.2 0.8 0.03
N -0.73919 0.77937 -0.30106 4.4 0.8 -0.6 0.13
O -1.53635 -0.59726 1.31066 -0.6 0.6 -2.9 0.05
O 1.30808 -0.00535 0.86986 -0.6 -1.5 -1.0 -0.03
```
Positions in Å, forces in eV/Å.

=====

(12)
The following is a quantum chemistry calculation of one molecule with the formula C5H8N2O2S3, from the OMol25 dataset.

## Properties
Total charge: 0
Relative energy (zero: lowest compared OMol25 entry of this formula, charge and spin): 68.1 kcal/mol
HOMO-LUMO gap: 7.687 eV
E: -44890.986 eV
E_HOMO: -8.31 eV

XYZ file:
```
20
Properties=species:S:1:pos:R:3:forces:R:3:lowdin_charge:R:1
C 0.21026 0.74524 -0.85864 2.8 -1.0 1.5 -0.12
C 0.27198 2.14716 -0.59101 2.5 -0.9 1.7 -0.60
C 2.13425 0.22614 -0.11785 -3.3 3.1 -0.3 -0.78
C 1.80460 -2.10473 -1.40607 2.7 0.7 -1.1 -0.32
C -1.57060 0.68134 1.48623 2.6 2.1 -1.0 -0.13
N 1.31297 2.66771 0.11619 -1.7 0.8 -1.1 -0.35
N -0.71596 2.95726 -0.93643 -1.5 -2.2 -1.5 0.16
O -2.26077 0.40316 -0.99625 -0.2 0.3 0.1 -0.33
O -0.97045 -1.43116 0.06941 0.1 0.7 0.1 -0.34
S 2.58147 1.76525 0.47407 -0.2 -2.3 -0.8 0.90
S 3.04814 -1.09327 -0.52017 0.1 -0.4 0.4 0.86
S -1.18928 -0.00965 -0.11655 0.2 -1.2 -0.7 0.57
H 1.42557 -1.32673 -2.06110 -0.9 -0.5 -0.1 0.03
H 1.15785 -2.60124 -0.73561 -0.8 -0.4 0.4 0.02
H 2.51247 -2.75626 -1.98292 -1.1 0.1 0.4 0.05
H -2.42249 0.26097 1.84433 -2.5 -1.6 0.8 0.03
H -0.73536 0.46828 2.14553 0.1 0.0 0.1 0.07
H -1.74752 1.77438 1.41031 0.3 -0.6 -0.1 0.08
H -1.57891 2.55295 -1.34454 1.0 0.6 0.5 0.13
H -0.64518 3.84098 -0.57794 -0.3 2.6 0.8 0.08
```
Positions in Å, forces in eV/Å.